Entry 1:
Entry from OMol25: a 2-piece molecular cluster, C5H15N2O overall (wB97M-V/def2-TZVPD).

Each line ends with the Löwdin charge.
Atoms and positions in Å:
O (0.373, -2.355, 0.745)  -0.0414
N (-1.109, 1.196, 0.290)  -0.0239
N (2.707, 0.463, 1.461)  0.2015
C (-1.150, 1.132, -1.199)  -0.2856
C (1.364, -1.341, 0.498)  -0.2377
C (-2.197, 0.107, -1.625)  -0.1998
C (-3.301, 0.387, -2.346)  0.0120
C (1.608, -0.562, 1.779)  -0.0880
H (-0.332, -2.221, 0.091)  0.0885
H (0.920, -0.694, -0.262)  0.0957
H (-2.063, -0.900, -1.162)  0.0903
H (-3.481, 1.333, -2.892)  0.0699
H (-4.157, -0.383, -2.453)  0.0920
H (-1.494, 2.111, -1.558)  0.1123
H (2.400, 1.047, 0.696)  0.1564
H (3.579, 0.043, 1.166)  0.1686
H (2.020, -1.156, 2.607)  0.1518
H (0.776, 0.063, 2.037)  0.1093
H (-0.168, 0.765, -1.571)  0.0910
H (2.280, -1.863, 0.085)  0.1517
H (2.893, 1.103, 2.225)  0.1725
H (-0.175, 1.469, 0.669)  0.0441
H (-1.293, 0.256, 0.720)  0.0688

Force components x, y, z for each atom (eV/Å):
0.4 0.8 0.0
0.7 -1.1 0.9
-0.4 0.0 -0.1
-0.3 -1.0 0.2
-0.7 -1.6 -0.6
-0.9 0.3 0.2
-0.6 -1.3 0.1
1.6 0.1 -0.3
0.2 -0.3 0.3
0.6 0.4 -0.1
-0.3 0.7 -0.4
0.3 -0.5 0.7
1.8 1.2 0.0
0.7 -0.2 -0.2
-0.2 0.3 -0.5
0.4 -0.3 0.0
-0.6 0.1 -0.3
-0.6 -0.2 0.5
-0.4 0.8 -0.3
-0.7 0.8 0.6
0.1 0.0 0.5
-1.1 0.0 -0.7
0.0 1.1 -0.6

Properties
- E (eV) = -10447.31043
- gap between HOMO and LUMO (eV) = 8.396
- molecular weight (u) = 119.19
- relative energy (zero: lowest compared OMol25 entry of this formula, charge and spin) (kJ/mol) = 313.6
- total charge = +1


Entry 2:
Entry from OMol25: a 2-piece molecular cluster, C5H15N2O overall (wB97M-V/def2-TZVPD).

Each line ends with the Löwdin charge.
Atoms and positions in Å:
O (-0.725, -1.167, 0.688)  0.0082
N (-1.352, -4.721, 0.986)  -0.0270
N (1.633, 2.908, 0.635)  -0.1143
C (-0.760, -0.713, -1.679)  -0.0041
C (1.191, 1.466, 0.976)  -0.1052
C (0.942, 0.455, -0.204)  0.2951
C (0.745, 3.443, -0.377)  -0.1309
C (-0.423, -0.153, -0.310)  -0.4642
H (1.846, 1.180, 1.788)  0.1376
H (-1.922, -5.003, 0.161)  0.0161
H (0.182, 1.567, 1.451)  0.1386
H (0.866, 2.861, -1.309)  0.0873
H (0.266, -1.488, 0.950)  0.1922
H (-1.756, -5.379, 1.710)  0.0381
H (-1.758, -3.797, 1.150)  -0.0196
H (-0.403, -1.750, -1.770)  0.1081
H (0.918, 4.502, -0.584)  0.0978
H (-1.845, -0.808, -1.533)  0.1095
H (-1.184, 0.627, -0.119)  0.1532
H (-0.300, 3.296, -0.058)  0.0943
H (1.719, -0.259, -0.325)  0.1376
H (2.654, 3.000, 0.286)  0.1604
H (-0.533, -0.071, -2.513)  0.0913

Force components x, y, z for each atom (eV/Å):
5.6 0.1 0.5
-1.7 -1.0 -0.2
1.2 -1.6 -0.2
-0.7 -1.1 0.8
-0.9 3.8 -1.7
-1.0 -1.3 5.0
-0.6 -0.4 -0.1
-1.8 1.6 -1.2
0.9 -1.1 -0.4
0.8 0.0 0.4
0.6 0.1 -0.6
-0.1 0.0 -0.3
-3.7 0.1 -0.4
0.7 1.2 -0.7
0.1 -0.2 0.5
0.3 0.5 -0.3
0.1 -0.2 0.1
0.1 0.0 -0.8
0.6 0.0 0.1
0.3 0.3 -0.1
1.2 -0.3 -1.4
-2.2 -0.7 1.1
0.1 0.1 -0.4

Properties
- E (eV) = -10443.79864
- gap between HOMO and LUMO (eV) = 4.408
- molecular weight (u) = 119.19
- relative energy (zero: lowest compared OMol25 entry of this formula, charge and spin) (kJ/mol) = 652.5
- total charge = +1


Entry 3:
Entry from OMol25: a 2-piece molecular cluster, C5H15N2O overall (wB97M-V/def2-TZVPD).

Each line ends with the Löwdin charge.
Atoms and positions in Å:
O (-0.316, 2.919, -1.226)  -0.0323
N (-1.064, 0.886, -2.856)  0.1867
N (0.483, 0.410, 2.008)  0.0297
C (-0.502, -0.138, -0.713)  -0.0695
C (0.162, -0.974, 1.641)  -0.4357
C (0.321, -1.073, 0.112)  -0.1700
C (1.043, -1.970, 2.367)  -0.0504
C (-0.537, -0.226, -2.032)  -0.0831
H (1.903, -1.548, 2.886)  0.0801
H (1.401, 0.517, 2.416)  0.0698
H (-0.094, -2.052, -0.174)  0.1334
H (-0.897, -1.107, 1.849)  0.1376
H (-0.218, -1.086, -2.600)  0.1308
H (0.422, 2.935, -0.608)  0.0798
H (1.617, -2.544, 1.622)  0.0768
H (-0.892, 3.675, -1.083)  0.0787
H (0.579, -2.754, 2.957)  0.0822
H (-0.452, 1.158, -3.618)  0.1748
H (-0.141, 0.983, 2.543)  0.0709
H (-2.059, 0.741, -3.033)  0.1758
H (1.397, -1.068, -0.054)  0.1300
H (-1.059, 0.621, -0.171)  0.1175
H (-1.096, 1.695, -2.231)  0.0865

Force components x, y, z for each atom (eV/Å):
-0.3 -0.1 -0.4
-1.2 -0.3 1.6
0.7 0.6 -0.4
0.6 0.4 0.3
-0.6 1.5 0.1
-1.0 -1.7 0.5
1.3 -1.2 -1.1
0.2 -0.1 -0.2
-0.5 0.5 0.5
0.0 -0.1 0.0
0.7 -0.3 0.1
-0.1 -0.3 0.3
0.4 0.2 -0.1
-0.1 0.2 0.2
-0.4 -0.1 -0.2
0.3 0.2 0.3
-0.4 0.4 0.3
-0.3 -0.3 -0.5
-0.6 -0.4 0.2
0.2 -0.2 -1.2
-0.1 0.3 -0.7
0.4 0.4 -0.2
0.7 0.6 0.4

Properties
- E (eV) = -10448.60387
- gap between HOMO and LUMO (eV) = 9.081
- molecular weight (u) = 119.19
- relative energy (zero: lowest compared OMol25 entry of this formula, charge and spin) (kJ/mol) = 188.8
- total charge = +1


Repeat the second record exactly.
Entry from OMol25: a 2-piece molecular cluster, C5H15N2O overall (wB97M-V/def2-TZVPD).

Each line ends with the Löwdin charge.
Atoms and positions in Å:
O (-0.725, -1.167, 0.688)  0.0082
N (-1.352, -4.721, 0.986)  -0.0270
N (1.633, 2.908, 0.635)  -0.1143
C (-0.760, -0.713, -1.679)  -0.0041
C (1.191, 1.466, 0.976)  -0.1052
C (0.942, 0.455, -0.204)  0.2951
C (0.745, 3.443, -0.377)  -0.1309
C (-0.423, -0.153, -0.310)  -0.4642
H (1.846, 1.180, 1.788)  0.1376
H (-1.922, -5.003, 0.161)  0.0161
H (0.182, 1.567, 1.451)  0.1386
H (0.866, 2.861, -1.309)  0.0873
H (0.266, -1.488, 0.950)  0.1922
H (-1.756, -5.379, 1.710)  0.0381
H (-1.758, -3.797, 1.150)  -0.0196
H (-0.403, -1.750, -1.770)  0.1081
H (0.918, 4.502, -0.584)  0.0978
H (-1.845, -0.808, -1.533)  0.1095
H (-1.184, 0.627, -0.119)  0.1532
H (-0.300, 3.296, -0.058)  0.0943
H (1.719, -0.259, -0.325)  0.1376
H (2.654, 3.000, 0.286)  0.1604
H (-0.533, -0.071, -2.513)  0.0913

Force components x, y, z for each atom (eV/Å):
5.6 0.1 0.5
-1.7 -1.0 -0.2
1.2 -1.6 -0.2
-0.7 -1.1 0.8
-0.9 3.8 -1.7
-1.0 -1.3 5.0
-0.6 -0.4 -0.1
-1.8 1.6 -1.2
0.9 -1.1 -0.4
0.8 0.0 0.4
0.6 0.1 -0.6
-0.1 0.0 -0.3
-3.7 0.1 -0.4
0.7 1.2 -0.7
0.1 -0.2 0.5
0.3 0.5 -0.3
0.1 -0.2 0.1
0.1 0.0 -0.8
0.6 0.0 0.1
0.3 0.3 -0.1
1.2 -0.3 -1.4
-2.2 -0.7 1.1
0.1 0.1 -0.4

Properties
- E (eV) = -10443.79864
- gap between HOMO and LUMO (eV) = 4.408
- molecular weight (u) = 119.19
- relative energy (zero: lowest compared OMol25 entry of this formula, charge and spin) (kJ/mol) = 652.5
- total charge = +1


- Number 1 is which compound?
  C5H15N2O


- The highest E belongs to which entry?
  number 2


Repeat the first record exactly.
Entry from OMol25: a 2-piece molecular cluster, C5H15N2O overall (wB97M-V/def2-TZVPD).

Each line ends with the Löwdin charge.
Atoms and positions in Å:
O (0.373, -2.355, 0.745)  -0.0414
N (-1.109, 1.196, 0.290)  -0.0239
N (2.707, 0.463, 1.461)  0.2015
C (-1.150, 1.132, -1.199)  -0.2856
C (1.364, -1.341, 0.498)  -0.2377
C (-2.197, 0.107, -1.625)  -0.1998
C (-3.301, 0.387, -2.346)  0.0120
C (1.608, -0.562, 1.779)  -0.0880
H (-0.332, -2.221, 0.091)  0.0885
H (0.920, -0.694, -0.262)  0.0957
H (-2.063, -0.900, -1.162)  0.0903
H (-3.481, 1.333, -2.892)  0.0699
H (-4.157, -0.383, -2.453)  0.0920
H (-1.494, 2.111, -1.558)  0.1123
H (2.400, 1.047, 0.696)  0.1564
H (3.579, 0.043, 1.166)  0.1686
H (2.020, -1.156, 2.607)  0.1518
H (0.776, 0.063, 2.037)  0.1093
H (-0.168, 0.765, -1.571)  0.0910
H (2.280, -1.863, 0.085)  0.1517
H (2.893, 1.103, 2.225)  0.1725
H (-0.175, 1.469, 0.669)  0.0441
H (-1.293, 0.256, 0.720)  0.0688

Force components x, y, z for each atom (eV/Å):
0.4 0.8 0.0
0.7 -1.1 0.9
-0.4 0.0 -0.1
-0.3 -1.0 0.2
-0.7 -1.6 -0.6
-0.9 0.3 0.2
-0.6 -1.3 0.1
1.6 0.1 -0.3
0.2 -0.3 0.3
0.6 0.4 -0.1
-0.3 0.7 -0.4
0.3 -0.5 0.7
1.8 1.2 0.0
0.7 -0.2 -0.2
-0.2 0.3 -0.5
0.4 -0.3 0.0
-0.6 0.1 -0.3
-0.6 -0.2 0.5
-0.4 0.8 -0.3
-0.7 0.8 0.6
0.1 0.0 0.5
-1.1 0.0 -0.7
0.0 1.1 -0.6

Properties
- E (eV) = -10447.31043
- gap between HOMO and LUMO (eV) = 8.396
- molecular weight (u) = 119.19
- relative energy (zero: lowest compared OMol25 entry of this formula, charge and spin) (kJ/mol) = 313.6
- total charge = +1